# 1
DFT (ωB97M-V with the def2-TZVPD basis set) results for a cluster of 2 separate species, C6H14O in total.

Element x y z (Å)
C (2.478, 1.113, 2.068)
C (0.774, 2.149, -0.828)
C (0.298, 1.029, -1.365)
C (-0.942, 0.316, -0.903)
C (-0.701, -1.164, -0.591)
C (-1.986, -1.882, -0.217)
O (-1.681, -3.245, 0.005)
H (2.596, 2.200, 2.099)
H (3.461, 0.640, 2.143)
H (1.851, 0.791, 2.904)
H (0.277, 2.630, 0.013)
H (1.679, 2.625, -1.197)
H (0.828, 0.573, -2.203)
H (2.007, 0.831, 1.123)
H (-1.710, 0.390, -1.688)
H (-1.346, 0.826, -0.018)
H (-0.264, -1.670, -1.462)
H (0.020, -1.268, 0.230)
H (-2.421, -1.418, 0.683)
H (-2.720, -1.767, -1.033)
H (-2.499, -3.700, 0.238)

Output
Calculated total energy = -8495.62218 eV
Largest force on an atom = 0.48 eV Å⁻¹
LUMO level = 0.953 eV
M = 102.177 g mol⁻¹
Gap between HOMO and LUMO = 10.62 eV
Energy above the lowest of the compared OMol25 structures with the same formula, charge and spin = 122.5 kJ/mol
SMILES = C=CCCCO.C


# 2
DFT (ωB97M-V with the def2-TZVPD basis set) results for the molecule C5H12N2O in a non-equilibrium geometry.

Element x y z (Å)
C (-0.421, -1.343, -1.724)
C (-0.731, -0.722, -0.368)
C (0.223, 0.431, 0.049)
C (1.625, -0.101, 0.361)
N (0.328, 1.494, -0.945)
C (-0.400, 1.090, 1.286)
N (-0.601, 0.376, 2.403)
H (-0.451, -0.597, -2.532)
H (0.568, -1.823, -1.738)
H (-1.166, -2.113, -1.964)
H (-1.757, -0.322, -0.373)
H (-0.703, -1.504, 0.407)
H (2.163, -0.281, -0.579)
H (2.206, 0.629, 0.940)
H (1.592, -1.052, 0.911)
H (0.589, 1.108, -1.848)
H (-0.568, 1.962, -1.056)
O (-1.181, 2.058, 1.184)
H (0.195, -0.135, 2.763)
H (-1.508, 0.846, 2.822)

Output
Calculated total energy = -10407.25082 eV
Largest force on an atom = 3.83 eV Å⁻¹
LUMO level = 0.760 eV
M = 116.164 g mol⁻¹
Gap between HOMO and LUMO = 10.08 eV
Energy above the lowest of the compared OMol25 structures with the same formula, charge and spin = 113.2 kJ/mol
SMILES = CC[C@@](C)(N)C(N)=O


# 3
DFT (ωB97M-V with the def2-TZVPD basis set) results for the molecule C23H28N4O5.

Element x y z (Å)
C (-2.619, 0.983, -4.511)
C (-1.416, 1.704, -5.104)
H (-1.024, 1.170, -5.972)
H (-1.689, 2.726, -5.385)
O (-0.329, 1.753, -4.178)
C (-0.356, 2.725, -3.258)
O (-1.220, 3.559, -3.196)
C (0.866, 2.662, -2.355)
C (1.160, 1.236, -1.884)
C (0.082, 0.778, -0.905)
N (0.005, 1.677, 0.227)
C (-0.426, 1.269, 1.460)
N (-1.295, 2.053, 2.072)
C (-1.749, 1.722, 3.294)
C (-2.696, 2.535, 3.945)
C (-3.184, 2.158, 5.166)
C (-2.747, 0.977, 5.788)
C (-1.813, 0.176, 5.187)
C (-1.296, 0.540, 3.933)
N (-0.315, -0.186, 3.354)
C (0.116, 0.143, 2.172)
C (1.314, -0.677, 1.726)
C (2.352, 0.137, 1.154)
N (3.171, 0.799, 0.708)
C (0.931, -1.846, 0.809)
O (-0.162, -2.344, 0.773)
O (1.978, -2.222, 0.089)
C (1.862, -3.409, -0.705)
C (2.547, -3.158, -2.038)
H (2.056, -2.343, -2.564)
H (3.586, -2.886, -1.873)
H (2.504, -4.052, -2.652)
H (0.795, -3.623, -0.849)
C (2.531, -4.559, 0.074)
O (2.020, -4.743, 1.365)
C (0.745, -5.346, 1.433)
H (-0.050, -4.659, 1.127)
H (0.598, -5.615, 2.477)
H (0.706, -6.249, 0.813)
H (2.444, -5.481, -0.520)
H (3.587, -4.316, 0.214)
H (1.709, -1.155, 2.635)
H (-1.460, -0.735, 5.646)
H (-3.155, 0.706, 6.750)
H (-3.920, 2.771, 5.665)
H (-3.030, 3.433, 3.448)
C (-0.362, 3.021, -0.187)
H (-0.430, 3.642, 0.705)
C (0.697, 3.571, -1.138)
H (0.396, 4.569, -1.459)
H (1.651, 3.638, -0.614)
H (-1.343, 3.022, -0.678)
H (0.283, -0.237, -0.574)
H (-0.893, 0.768, -1.421)
H (1.191, 0.556, -2.736)
H (2.129, 1.221, -1.384)
H (1.705, 3.015, -2.966)
H (-3.401, 0.903, -5.260)
H (-3.004, 1.541, -3.661)
H (-2.337, -0.015, -4.183)

Output
Calculated total energy = -40503.74796 eV
Largest force on an atom = 0.98 eV Å⁻¹
LUMO level = -0.026 eV
M = 440.500 g mol⁻¹
Gap between HOMO and LUMO = 8.14 eV
Energy above the lowest of the compared OMol25 structures with the same formula, charge and spin = 249.5 kJ/mol
SMILES = CCOC(=O)C1CCN(c2nc3ccccc3nc2[C@H](C#N)C(=O)O[C@@H](C)COC)CC1


# 4
DFT (ωB97M-V with the def2-TZVPD basis set) results for a structure of composition C34H43F6N6OPSiSnTe in a non-equilibrium geometry.

Element x y z (Å)
Sn (1.215, 0.054, -0.424)
C (-0.420, 0.826, 3.404)
N (1.028, 0.843, 3.641)
C (1.341, 0.713, 5.097)
C (1.924, 0.210, 2.782)
N (1.542, -0.736, 1.854)
C (0.808, -1.878, 2.120)
C (0.684, -2.588, 3.370)
C (-0.376, -3.489, 3.608)
C (-1.280, -3.818, 2.588)
C (-1.200, -3.154, 1.346)
C (-0.014, -2.416, 1.068)
N (0.429, -2.140, -0.257)
C (0.468, -3.047, -1.250)
N (0.077, -2.639, -2.499)
C (0.840, -3.014, -3.714)
C (-1.027, -1.716, -2.669)
N (0.942, -4.283, -1.045)
C (0.894, -5.372, -2.023)
C (1.676, -4.694, 0.169)
N (3.120, 0.811, 2.546)
C (4.276, 0.009, 2.101)
C (3.382, 2.224, 2.823)
H (-0.940, 0.093, 4.053)
H (-0.699, 0.672, 2.364)
H (-0.810, 1.831, 3.738)
H (0.794, -0.162, 5.586)
H (1.104, 1.653, 5.637)
H (2.389, 0.484, 5.206)
H (1.411, -2.394, 4.190)
H (-0.367, -4.102, 4.491)
H (-2.041, -4.533, 2.795)
H (-1.910, -3.275, 0.532)
H (1.912, -3.037, -3.439)
H (0.628, -2.257, -4.463)
H (0.508, -3.969, -4.172)
H (-1.378, -1.340, -1.713)
H (-1.842, -2.274, -3.140)
H (-0.710, -0.858, -3.276)
H (0.028, -5.286, -2.669)
H (0.810, -6.324, -1.484)
H (1.801, -5.412, -2.673)
H (2.106, -3.860, 0.690)
H (2.383, -5.382, -0.216)
H (0.985, -5.226, 0.862)
H (4.003, -1.030, 1.991)
H (5.073, 0.130, 2.847)
H (4.628, 0.317, 1.085)
H (2.470, 2.773, 3.045)
H (3.791, 2.722, 1.957)
H (4.099, 2.350, 3.605)
O (-0.568, 1.037, -0.139)
Si (-1.695, 2.135, -0.689)
C (-3.313, 1.294, -0.906)
C (-3.576, 0.109, -0.167)
C (-4.804, -0.547, -0.284)
C (-5.853, 0.058, -1.004)
C (-5.626, 1.232, -1.669)
C (-4.345, 1.853, -1.657)
C (-1.302, 2.856, -2.425)
C (-0.558, 4.069, -2.446)
C (-0.098, 4.560, -3.680)
C (-0.566, 4.107, -4.906)
C (-1.313, 2.935, -4.874)
C (-1.685, 2.330, -3.652)
C (-1.715, 3.713, 0.306)
C (-0.853, 3.929, 1.388)
C (-0.940, 5.122, 2.125)
C (-1.776, 6.148, 1.689)
C (-2.638, 5.942, 0.579)
C (-2.563, 4.771, -0.133)
H (-2.769, -0.317, 0.437)
H (-4.986, -1.460, 0.263)
H (-6.795, -0.439, -1.114)
H (-6.419, 1.665, -2.282)
H (-4.177, 2.707, -2.318)
H (-0.330, 4.638, -1.532)
H (0.704, 5.270, -3.668)
H (-0.317, 4.569, -5.874)
H (-1.694, 2.545, -5.818)
H (-2.315, 1.431, -3.697)
H (-0.101, 3.208, 1.687)
H (-0.212, 5.269, 2.919)
H (-1.788, 7.121, 2.165)
H (-3.322, 6.749, 0.308)
H (-3.170, 4.620, -1.016)
Te (1.759, 0.377, -3.155)
F (4.033, -2.921, 0.606)
P (4.511, -2.675, -0.999)
F (4.074, -4.267, -1.300)
F (4.859, -2.351, -2.552)
F (2.924, -2.221, -1.323)
F (4.768, -1.106, -0.559)
F (5.994, -3.076, -0.696)

Output
Total charge = -1
Multiplicity = 2
Calculated total energy = -93548.68436 eV
Largest force on an atom = 3.20 eV Å⁻¹
LUMO level (spin up / spin down) = 2.236 / 2.029 eV
M = 971.118 g mol⁻¹
Gap between HOMO and LUMO (spin up / spin down) = 5.54 / 5.39 eV
Energy above the lowest of the compared OMol25 structures with the same formula, charge and spin = 0.0 kJ/mol
⟨S²⟩ = 0.77